DFT (the ωB97M-V functional and the def2-TZVPD basis) results for 6 unconnected molecules or ions with the total composition C3H15O6S.

```
25
C3H15O6S the ωB97M-V functional and the def2-TZVPD basis
H 2.0879 2.2731 -2.2369
H 1.2940 -3.1380 -0.9658
H 1.1875 0.0737 1.4025
O 0.5367 -3.7775 -1.1112
O -0.3067 1.9534 1.7497
O -0.5915 -2.8930 1.3455
H 1.9619 2.3321 -0.4248
C -0.7415 1.1666 -2.1770
H -3.2331 -1.2704 1.2970
H -0.7709 1.6242 -3.1845
C 1.4013 2.2248 -1.3692
O -1.7580 0.6536 -1.7617
H -2.0201 -0.3485 1.2356
S 0.2993 3.7565 -1.6500
H 0.1706 -2.3730 1.5287
H 0.1507 0.8985 -0.1559
H -0.2044 2.8953 1.6201
C 0.4766 0.9631 -1.3298
H -1.3276 -2.2224 1.4042
H -0.2926 1.7013 0.7320
O -2.4369 -1.0437 1.8689
H 1.0345 -0.0141 -1.4604
H 1.5374 -1.0344 2.4182
H -0.1461 -3.6582 -0.3073
O 1.6908 -0.7429 1.5322
```

Properties
Charge: -1
Frontier orbital gap, eV: 6.32

=====

DFT (the ωB97M-V functional and the def2-TZVPD basis) results for a molecular structure, C46H43N6OSiSn.

```
98
C46H43N6OSiSn the ωB97M-V functional and the def2-TZVPD basis
Sn -19.8925 12.2414 5.9276
C -20.9893 17.9905 8.2902
C -18.6740 12.7184 7.8183
C -20.4485 14.9602 4.3981
C -16.8661 6.2872 1.4170
H -18.6116 12.7914 0.8142
C -20.7190 7.9030 5.8738
H -16.5302 9.6235 7.5321
C -19.0449 12.7406 9.9048
C -14.8831 12.2167 8.0478
C -21.9711 12.1261 2.4861
H -15.3798 9.9348 2.5016
C -23.1885 11.8377 3.1622
H -18.6008 5.7245 0.2835
H -21.3100 16.7512 3.5412
H -20.7469 13.6058 -0.3576
H -15.4310 9.3749 8.9321
C -21.3082 16.6523 8.6433
H -23.2515 13.8278 -0.1785
C -20.2430 14.5486 8.9514
H -21.1969 4.2151 4.9616
H -25.3625 13.2327 1.0393
H -25.2755 12.1227 3.2171
C -20.1802 6.9411 1.9223
N -22.7189 20.7221 11.8360
H -16.4338 12.2378 11.5220
H -20.8181 7.2131 2.7438
C -15.7535 11.6935 10.8901
C -16.3601 9.7449 8.6354
H -15.7140 10.6461 11.2992
N -19.8140 13.1811 8.7318
C -23.2256 13.2912 0.7927
C -19.6385 11.9051 2.4123
C -21.0275 5.2694 5.1894
H -20.3912 8.9815 1.2537
H -18.9779 8.0978 0.5713
N -21.8603 5.7935 6.1520
C -16.1871 10.4519 2.9907
H -23.1095 11.3517 4.1706
C -21.6627 7.0657 6.4803
C -18.2023 5.4965 1.3016
H -19.2818 8.0396 4.4299
H -14.3700 11.3267 7.6781
H -16.0000 5.7689 0.9505
H -21.1639 20.0449 8.9510
H -14.7692 12.1117 10.8755
H -18.9882 13.7923 11.9621
C -17.0601 11.2981 5.1234
H -20.0981 15.7441 10.8942
H -22.1450 17.1134 6.1058
C -22.1206 18.7453 10.2939
H -22.3884 7.5046 7.1794
H -20.5991 8.9854 6.1775
C -19.9248 7.3817 4.8894
C -22.4588 19.8229 11.1507
C -24.3945 12.9401 1.4266
H -16.9067 11.3732 6.1795
C -20.7724 15.3962 7.9814
H -23.1940 17.1582 11.3916
H -17.4164 10.7409 1.2593
C -21.4140 19.0256 9.1201
C -19.1837 13.8431 10.9049
N -20.7896 11.6628 2.9595
O -18.4179 4.4401 3.8762
C -21.9558 12.8384 1.2797
C -17.9030 12.4377 8.8743
H -22.6244 15.4257 9.6826
H -20.7570 6.5436 1.0344
C -17.3394 10.9419 2.3219
C -21.4211 16.4271 5.7400
C -19.6018 8.2532 1.4348
H -17.1319 9.2481 9.2438
N -20.3114 14.4668 5.6761
C -18.2334 11.7384 4.5105
H -15.1253 10.3243 4.7963
C -20.8999 15.3967 6.5041
C -20.0443 6.0337 4.5505
C -22.5350 17.4306 10.5965
H -14.2013 12.9175 8.6663
H -18.0656 4.4483 1.4568
H -15.1181 12.7545 7.0597
H -16.9428 7.2036 0.8776
C -20.7231 13.1069 0.6133
C -24.3717 12.2405 2.6196
C -21.1345 16.1425 4.3935
H -16.5845 6.5057 2.4502
C -22.2046 16.4059 9.6801
H -18.9805 8.6564 2.2306
H -19.3190 11.7732 10.3111
H -20.1074 14.3852 3.5641
C -18.3288 11.5527 3.0805
Si -16.3169 11.5411 9.0365
C -19.5725 12.6097 1.1965
C -19.9128 14.8634 10.3276
N -19.1708 5.9199 2.2869
H -20.2985 18.2099 7.4803
C -16.0580 10.6223 4.3508
C -19.1409 5.4175 3.5600
```

Properties
Charge: -1
Frontier orbital gap, eV: 5.78
Energy relative to the best compared isomer or geometry (same formula, charge and spin), eV: 2.921

=====

DFT (the ωB97M-V functional and the def2-TZVPD basis) results for a molecular structure, C13H42BHgO6.

```
63
C13H42BHgO6 the ωB97M-V functional and the def2-TZVPD basis
H 1.1303 -0.0814 -2.9648
H 1.3550 -0.9079 1.9333
H -0.2441 1.6912 -5.2688
C 1.4094 -3.9184 -0.2008
H 3.8276 0.7745 4.0908
C 1.8700 -3.9027 -1.6431
H 0.6581 3.9122 -0.9534
H 0.5039 2.9353 3.1710
H -6.8273 0.0166 -0.3551
H 5.0017 -0.4872 4.1080
H -0.1730 2.6018 1.0994
H 2.0347 2.6991 2.3200
H -0.1132 -2.5433 -0.2177
H 0.7615 1.5030 -2.4518
C 3.2775 -0.9136 2.6719
C 0.3033 0.5243 -2.5944
H -2.1576 -0.7040 1.6374
H -1.3822 2.3336 -3.3689
H 0.4725 -0.0265 -5.3532
H -0.8436 0.0720 1.0657
C -1.7018 -0.4742 0.6743
C 1.2943 3.6657 -0.1033
H -0.0317 0.1018 -1.6471
B -5.9277 0.2783 -0.8904
C -0.3645 0.6220 -5.0944
H 2.4090 -5.6187 0.6100
H -1.2167 -0.4961 -3.4913
C 2.0934 -0.2075 2.3237
H 3.6005 -1.2233 1.6780
Hg -3.7755 0.6368 -2.1765
H -6.1902 0.6367 -1.8736
O -0.4286 4.6659 1.3487
O 0.0709 -3.4749 -0.0767
H 0.7476 -5.5859 1.1909
H 2.8609 -4.3543 -1.6918
C 1.1686 3.3540 2.4155
H -1.0599 4.7207 0.6276
H -3.6868 0.8351 1.2909
O -4.3139 1.3622 1.7914
H 4.9316 0.5340 2.7582
O 2.9955 -2.1284 3.3539
H 2.3238 0.4684 1.5002
H -5.2293 1.1325 1.6157
H 1.8771 -2.8595 -1.9589
H -4.2534 2.2976 1.5842
H 1.4011 4.3023 2.9002
H 2.1636 -3.4456 0.4282
O -1.7990 1.4723 -3.2903
C 4.2812 0.0107 3.4591
H -5.3132 -0.6070 -0.9426
H 1.7278 2.7123 -0.4053
O -2.5800 0.2530 -0.1387
C 1.3858 -5.3614 0.3363
H 2.0484 -2.2143 3.4852
H 1.6648 0.3343 3.1668
H 2.1421 4.3433 -0.0026
C 0.3848 3.5381 1.1168
H 1.2058 -4.3649 -2.3733
H 1.0328 -5.9960 -0.4767
H -1.1853 0.3712 -5.7663
H -5.3447 1.0606 -0.4296
C -0.7787 0.4913 -3.6374
H -1.4948 -1.3677 0.0854
```

Properties
<S²>: 0.755
2S+1: 2
Charge: +2
Frontier orbital gap (alpha / beta), eV: 3.85 / 3.01
Energy relative to the best compared isomer or geometry (same formula, charge and spin), eV: 0.000

=====

Number 1: strongest force on any atom 3.6 eV Å⁻¹. Number 2: strongest force on any atom 3.1 eV Å⁻¹. Number 3: strongest force on any atom 5.2 eV Å⁻¹.